[1]
This record from the OMol25 dataset describes a cluster of 17 separate species, C56H123BCl3F4N15O21S in total at a distorted geometry. The level of theory is ωB97M-V with the def2-TZVPD basis set.

## Properties
- Largest force on an atom: 0.1404 hartree/bohr
- Frontier orbital gap (alpha / beta): 4.612 / 7.115 eV
- M: 1567.9 g mol⁻¹
- HOMO energy (alpha / beta): -2.899 / -5.402 eV
- E_tot: -6812.19200 Ha
- E_LUMO (alpha / beta): 0.06295 / 0.06295 Eh

The geometry in ORCA input format:
```
! wB97M-V def2-TZVPD RIJCOSX def2/J DEFGRID3
* xyz -1 2
C -26.875 9.936 23.779
N -27.419 10.920 24.799
C -27.637 12.230 24.406
C -28.079 13.197 25.309
C -28.247 12.837 26.658
C -28.120 11.482 26.989
C -27.695 10.496 26.061
C -28.657 13.915 27.638
C -29.508 13.684 28.745
C -29.948 14.720 29.577
N -29.533 15.992 29.255
C -28.675 16.261 28.281
C -28.174 15.226 27.500
C -30.045 17.028 30.113
H -27.278 8.976 24.102
H -25.786 9.945 23.732
H -27.300 10.103 22.789
H -27.521 12.484 23.362
H -28.378 14.178 24.969
H -28.309 11.115 27.987
H -27.748 9.436 26.258
H -30.014 12.749 28.937
H -30.674 14.670 30.375
H -28.393 17.283 28.076
H -27.448 15.547 26.767
H -30.067 16.750 31.167
H -31.055 17.140 29.720
H -29.402 17.903 30.017
C -29.277 11.163 31.705
C -28.363 10.073 32.268
O -27.483 10.303 33.127
N -28.477 8.726 31.547
H -29.468 8.536 31.507
H -28.172 8.789 30.586
C -27.587 7.664 32.270
H -28.944 11.312 30.678
H -29.254 12.160 32.145
H -30.311 10.816 31.682
H -27.660 6.724 31.723
H -27.877 7.529 33.312
H -26.594 8.113 32.242
B -26.922 19.417 28.547
F -27.798 19.234 29.503
F -25.990 20.318 28.887
F -26.236 18.311 28.177
F -27.627 19.874 27.417
S -26.896 7.858 28.554
O -27.020 6.679 29.502
O -25.479 8.215 28.408
O -27.466 7.449 27.252
O -27.691 8.953 29.058
O -30.955 9.927 29.437
C -31.196 9.263 28.442
N -30.168 8.735 27.846
C -32.589 8.966 27.927
H -30.178 7.838 27.382
H -29.239 8.882 28.214
H -33.091 8.258 28.587
H -32.628 8.492 26.946
H -33.226 9.848 28.006
O -26.221 11.747 20.993
C -25.127 12.287 21.160
N -24.353 12.591 20.090
C -24.448 12.520 22.546
H -24.619 12.307 19.157
H -23.477 13.054 20.283
H -25.035 12.213 23.412
H -24.211 13.565 22.746
H -23.478 12.031 22.456
O -28.252 14.866 32.010
C -27.534 15.461 32.738
N -27.771 15.252 34.017
C -26.524 16.453 32.288
H -27.424 15.887 34.722
H -28.400 14.506 34.276
H -26.976 17.319 31.806
H -25.845 16.026 31.550
H -25.994 16.822 33.166
O -27.080 16.442 24.436
C -26.750 17.581 24.108
N -26.811 18.581 24.918
C -26.315 17.819 22.683
H -27.045 18.425 25.888
H -26.718 19.502 24.512
H -25.319 17.388 22.577
H -26.186 18.891 22.533
H -26.972 17.401 21.919
O -24.511 6.202 24.162
C -24.066 6.957 25.013
N -24.856 7.457 25.922
C -22.613 7.427 25.177
H -24.511 8.121 26.600
H -25.819 7.151 25.939
H -22.102 7.238 24.234
H -22.039 6.802 25.861
H -22.461 8.446 25.533
O -32.460 14.772 27.912
C -32.325 14.199 26.846
N -31.726 14.819 25.867
C -32.769 12.773 26.650
H -31.377 15.738 26.101
H -31.826 14.601 24.886
H -32.037 12.073 27.054
H -32.821 12.542 25.586
H -33.744 12.603 27.108
O -25.480 11.362 31.438
C -25.596 11.902 30.350
N -26.221 11.230 29.367
C -24.938 13.246 30.027
H -26.651 10.339 29.569
H -26.317 11.655 28.455
H -24.347 13.074 29.127
H -24.312 13.612 30.840
H -25.723 13.972 29.813
O -31.374 17.654 27.240
C -31.377 18.514 26.417
N -32.307 19.452 26.461
C -30.290 18.550 25.361
H -33.056 19.398 27.136
H -32.133 20.334 26.002
H -29.439 17.903 25.572
H -29.850 19.545 25.291
H -30.664 18.311 24.365
C -31.345 19.748 34.408
Cl -33.115 19.597 34.103
Cl -30.404 18.639 33.403
Cl -31.126 19.407 36.153
H -31.004 20.765 34.218
C -29.386 12.326 35.591
O -29.770 13.748 35.372
C -30.555 14.286 36.457
C -30.787 15.796 36.154
N -31.741 16.078 35.054
C -31.520 15.281 33.779
C -32.806 15.635 32.926
O -32.731 16.908 32.201
C -33.441 17.062 30.983
H -29.082 12.110 36.615
H -28.557 12.121 34.914
H -30.264 11.740 35.321
H -29.923 14.101 37.325
H -31.478 13.739 36.646
H -29.849 16.341 36.052
H -31.169 16.227 37.079
H -31.520 17.039 34.835
H -31.416 14.208 33.940
H -30.573 15.547 33.309
H -33.748 15.718 33.468
H -32.875 14.771 32.264
H -34.483 17.204 31.268
H -33.484 16.195 30.324
H -33.123 17.976 30.482
C -26.252 15.536 19.486
O -27.634 15.506 19.965
C -27.849 14.496 20.990
C -29.255 14.630 21.534
N -29.758 13.561 22.426
C -29.906 12.321 21.792
C -30.729 11.297 22.604
O -29.996 10.822 23.684
C -30.671 9.812 24.475
H -26.130 14.649 18.863
H -25.525 15.662 20.288
H -26.138 16.403 18.836
H -27.166 14.693 21.816
H -27.679 13.478 20.641
H -29.780 14.642 20.579
H -29.405 15.620 21.963
H -30.644 13.796 22.849
H -28.922 11.882 21.628
H -30.259 12.547 20.786
H -30.966 10.400 22.031
H -31.665 11.691 23.000
H -29.993 9.582 25.297
H -30.975 8.985 23.833
H -31.612 10.122 24.930
C -22.544 16.227 23.692
O -23.517 16.474 24.681
C -24.233 15.265 25.252
C -24.721 15.529 26.702
N -23.633 15.719 27.656
C -23.915 16.473 28.897
C -22.694 16.278 29.933
O -23.114 16.522 31.250
C -22.278 16.018 32.315
H -22.016 17.138 23.412
H -22.942 15.798 22.773
H -21.911 15.429 24.080
H -23.623 14.363 25.223
H -25.105 15.064 24.630
H -25.418 14.774 27.066
H -25.316 16.437 26.605
H -22.878 16.013 27.053
H -24.782 16.051 29.406
H -24.166 17.526 28.770
H -21.935 17.036 29.740
H -22.248 15.294 29.785
H -22.045 14.966 32.149
H -22.703 16.250 33.291
H -21.292 16.479 32.267
C -23.354 8.802 21.902
O -24.657 8.875 21.354
C -25.091 7.836 20.425
C -26.584 8.232 20.067
N -26.718 9.525 19.300
C -25.989 9.448 18.022
C -26.212 10.680 17.100
O -25.747 11.828 17.716
C -25.113 12.773 16.868
H -23.294 9.631 22.608
H -22.521 8.895 21.205
H -23.305 7.903 22.517
H -25.070 6.799 20.760
H -24.369 7.956 19.618
H -27.182 8.309 20.975
H -27.082 7.366 19.630
H -26.382 10.405 19.664
H -26.255 8.508 17.539
H -24.916 9.460 18.213
H -27.291 10.799 17.000
H -25.666 10.511 16.172
H -24.409 12.192 16.272
H -24.643 13.567 17.448
H -25.790 13.238 16.151
*
```

[2]
This record from the OMol25 dataset describes a cluster of 2 separate species, C4H12OS in total. The level of theory is ωB97M-V with the def2-TZVPD basis set.

## Properties
- Largest force on an atom: 0.0191 hartree/bohr
- SMILES: CCO.CSC
- Frontier orbital gap: 9.220 eV
- Relative energy (zero: lowest compared OMol25 entry of this formula, charge and spin): 15.1 kcal per mole
- M: 108.2 g mol⁻¹
- HOMO energy: -8.330 eV
- E_tot: -633.00304 Ha
- E_LUMO: 0.03271 Eh

The geometry in ORCA input format:
```
! wB97M-V def2-TZVPD RIJCOSX def2/J DEFGRID3
* xyz 0 1
C -1.956 0.166 -1.401
C -1.806 0.921 -0.097
O -1.602 -0.034 0.956
H -2.881 -0.407 -1.412
H -1.959 0.850 -2.251
H -1.094 -0.494 -1.507
H -2.691 1.516 0.129
H -0.935 1.576 -0.112
H -2.146 0.219 1.703
C 1.953 -0.315 1.793
S 2.114 0.692 0.327
C 1.885 -0.585 -0.911
H 2.740 -1.056 1.908
H 0.990 -0.842 1.771
H 1.884 0.335 2.666
H 1.628 -0.131 -1.858
H 2.794 -1.159 -1.085
H 1.082 -1.251 -0.621
*
```